C14H31NO22PS5 | ωB97M-V/def2-TZVPD

The total energy comes out at -125009.24781 eV. The largest force on an atom is 7.74 eV/A. Its charge is -1. The molar mass comes out at 756.696 g/mol. The HOMO energy is -2.90 eV. The orbital gap comes out at 4.4 eV.

Each line ends with the Löwdin charge.
Positions of all 74 atoms, in Å:
N (3.54, -0.14, 2.81)  0.040
C (3.14, -1.25, 2.15)  -0.181
C (2.10, -2.32, 2.84)  -0.112
C (0.63, -1.66, 2.93)  -0.364
C (-0.69, -2.65, 2.75)  -0.178
O (-1.79, -1.66, 2.71)  -0.486
P (-1.20, -0.16, 1.97)  0.458
O (0.46, -0.75, 1.77)  -0.388
H (4.20, 0.40, 2.20)  0.012
H (3.54, -1.38, 1.07)  0.061
H (2.52, -2.48, 3.92)  0.107
H (2.13, -3.36, 2.32)  0.103
H (0.49, -1.22, 3.98)  0.107
H (-0.50, -3.13, 1.70)  0.118
H (-0.79, -3.51, 3.52)  0.114
H (-2.43, 0.58, 2.30)  -0.044
H (-0.69, 0.43, 3.19)  -0.021
H (-0.68, 1.00, 1.25)  -0.050
H (-1.73, -0.71, 0.74)  -0.023
C (-3.45, -1.53, 7.59)  -0.196
C (-3.82, -0.24, 6.86)  -0.191
O (-2.61, 0.23, 6.29)  -0.199
S (-1.67, -1.05, 5.90)  0.701
O (-1.85, -1.34, 4.49)  -0.297
O (-0.38, -0.86, 6.51)  -0.249
O (-2.48, -2.17, 6.77)  -0.204
H (-2.98, -1.30, 8.56)  0.124
H (-4.31, -2.18, 7.75)  0.127
H (-4.25, 0.51, 7.52)  0.126
H (-4.52, -0.45, 6.04)  0.132
C (-1.17, -1.05, -2.88)  -0.172
C (-2.30, -1.14, -3.90)  -0.196
O (-3.30, -1.94, -3.28)  -0.204
S (-3.27, -1.69, -1.67)  0.642
O (-4.28, -0.72, -1.35)  -0.232
O (-3.16, -2.96, -1.02)  -0.232
O (-1.82, -0.95, -1.61)  -0.204
H (-0.57, -1.97, -2.88)  0.137
H (-0.53, -0.19, -3.05)  0.118
H (-1.98, -1.59, -4.84)  0.118
H (-2.73, -0.15, -4.10)  0.131
C (5.53, -0.54, -3.24)  -0.176
C (6.49, -1.71, -3.01)  -0.182
O (6.61, -1.81, -1.59)  -0.195
S (5.20, -1.37, -0.91)  0.656
O (4.44, -2.55, -0.62)  -0.227
O (5.47, -0.36, 0.07)  -0.227
O (4.55, -0.65, -2.22)  -0.180
H (6.04, 0.42, -3.12)  0.132
H (5.06, -0.59, -4.23)  0.134
H (7.47, -1.54, -3.47)  0.132
H (6.07, -2.64, -3.39)  0.132
C (-1.78, 5.09, 2.61)  -0.178
C (-0.48, 5.35, 1.86)  -0.183
O (-0.46, 4.39, 0.80)  -0.190
S (-1.98, 4.10, 0.33)  0.645
O (-2.26, 4.90, -0.83)  -0.256
O (-2.20, 2.68, 0.36)  -0.232
O (-2.74, 4.77, 1.60)  -0.197
H (-1.68, 4.22, 3.27)  0.138
H (-2.11, 5.95, 3.18)  0.128
H (0.40, 5.24, 2.50)  0.135
H (-0.48, 6.35, 1.41)  0.125
C (0.30, 1.03, -8.39)  -0.175
C (-1.15, 1.02, -7.93)  -0.170
O (-1.16, 0.24, -6.74)  -0.201
S (0.26, 0.44, -5.97)  0.646
O (0.09, 1.43, -4.95)  -0.211
O (0.82, -0.86, -5.71)  -0.222
O (1.08, 1.12, -7.20)  -0.192
H (0.56, 0.10, -8.90)  0.132
H (0.52, 1.87, -9.05)  0.135
H (-1.82, 0.60, -8.68)  0.137
H (-1.49, 2.03, -7.67)  0.135